[1]
ORCA calculation (wB97M-V/def2-TZVPD) on C22H66BF4KO11 as an isolated structure.

```
105
Properties=species:S:1:pos:R:3:forces:R:3
H 3.906 1.956 -4.833 0.40 -0.24 -0.36
H 0.465 -5.043 4.161 -0.18 -0.30 0.19
C 3.483 5.240 2.643 -0.40 -0.28 0.42
C -6.036 0.990 -1.327 -0.42 0.15 0.27
H -6.860 -3.648 2.815 0.15 0.04 0.53
C -1.107 6.365 -3.567 0.05 -0.24 1.01
C 4.226 -0.234 -4.582 -0.56 2.21 1.01
H -5.590 2.821 -0.352 0.46 -0.13 0.43
H -1.518 7.272 -3.123 -0.09 0.19 -0.25
C 4.130 1.213 -4.068 -0.58 0.17 0.62
O 5.399 -0.285 -5.343 0.35 -0.94 -0.86
C -2.768 -6.600 -1.477 0.37 -0.41 0.78
H -1.761 6.014 -4.365 -0.19 -0.17 0.27
H -0.307 5.680 -1.611 0.31 0.31 -0.07
C -6.481 2.224 -0.548 0.90 1.02 -1.00
C -2.187 -5.210 -1.241 -1.07 0.21 -0.66
O 5.676 0.103 0.929 0.14 -0.20 0.50
C 5.304 -4.916 -1.408 -1.30 0.02 1.27
K 0.429 1.229 4.015 0.01 -0.04 -0.59
C 2.064 -3.781 4.670 0.38 -0.47 -0.04
H -6.863 0.464 -1.803 -0.11 -0.11 0.29
H 2.638 5.598 3.231 0.12 0.52 0.07
H -5.355 1.246 -2.138 0.07 0.27 0.16
O 3.719 3.691 4.404 -1.30 -1.58 1.35
H -5.500 0.334 -0.640 -0.06 -0.17 -0.10
H -4.366 4.848 5.590 0.25 -0.50 0.30
H 3.877 -5.044 0.208 -0.08 -0.19 0.09
C 7.525 -0.263 2.417 -1.22 -0.41 -0.24
C -5.251 -2.178 3.100 0.54 -0.73 -0.02
H -7.490 -0.951 2.363 0.08 0.07 -0.11
H -1.840 5.657 3.390 0.30 0.12 -0.15
H 6.049 -1.686 1.883 -0.49 -0.20 0.37
H -5.352 -1.910 4.152 -0.44 0.22 -0.07
H 5.303 -4.830 -2.494 0.29 -0.10 0.09
O -2.010 1.638 -6.604 -0.01 2.67 -0.70
C 4.442 4.513 3.581 0.24 1.32 -1.86
C 6.056 -0.621 2.118 0.81 0.64 -0.80
H -3.866 4.646 3.115 -0.09 0.14 -0.29
H 5.801 -6.297 -0.100 -0.17 0.25 -0.02
O 5.995 -6.059 -1.009 1.17 -1.39 -0.56
H 4.716 0.091 0.923 -0.14 0.08 -0.39
F 0.048 -1.094 0.719 0.27 -1.71 1.27
H 5.351 -0.321 2.894 0.17 -0.40 0.40
H 8.068 -0.655 1.556 0.33 0.44 0.04
C -6.548 -2.654 2.496 -0.46 -0.07 -0.22
O -7.581 -1.774 2.848 -1.04 0.36 0.43
H -7.374 2.742 1.101 0.01 0.02 -0.09
H 3.324 -0.402 -5.170 0.40 -0.57 -0.30
C -3.112 4.332 3.837 -1.37 1.34 0.49
H -3.301 3.260 3.887 0.86 -0.12 0.32
H 2.056 -3.454 3.630 -0.33 0.88 0.25
H 7.881 -0.796 3.298 -0.01 0.18 0.10
H 5.090 3.928 2.928 0.62 0.05 0.24
H -2.266 -7.115 -2.297 -0.28 0.31 -0.34
H -1.132 -5.171 -0.968 0.03 -0.40 0.18
H 7.599 0.820 2.522 0.36 -0.12 -0.02
F -1.071 0.718 0.168 -2.13 1.49 0.59
H 3.390 -5.937 -1.279 -0.02 0.06 0.09
B -0.017 -0.057 -0.160 1.03 0.35 -1.07
O 1.393 -2.869 5.575 0.29 -0.48 -1.00
C -0.989 5.345 -2.393 -0.02 0.74 -1.14
F 1.140 0.741 0.010 0.78 0.24 0.05
C 1.451 -5.173 4.606 -0.35 0.66 -0.05
H 3.301 -4.150 -1.182 -0.27 -0.08 -0.02
H -4.851 -1.336 2.535 0.15 -0.02 0.09
C -2.158 0.292 -6.748 -0.37 -2.09 -0.32
H -3.899 0.209 -8.125 0.00 0.25 0.16
H -3.854 -6.598 -1.565 0.08 0.34 -0.61
H 4.970 5.251 4.185 0.44 0.04 -0.17
H -2.351 0.354 -8.938 0.14 -0.21 0.02
H -0.582 3.457 -2.237 0.09 -0.24 0.05
H 1.366 -5.646 5.584 0.06 -0.13 -0.06
H -2.535 4.984 5.804 -0.34 -0.17 0.39
H -2.036 -3.601 -2.250 0.01 0.31 -0.36
H -7.049 2.940 -1.142 -0.53 -0.34 -0.45
H -0.168 6.623 -4.056 0.21 -0.20 0.33
F -0.126 -0.495 -1.476 0.13 -0.22 -0.28
O -2.375 -4.475 -2.456 0.35 -0.10 -0.17
H 2.030 -5.783 3.911 0.08 -0.13 0.20
H -1.181 -0.189 -6.702 0.18 -0.33 -0.16
H -6.567 -2.754 1.411 0.72 0.13 -0.25
C 3.859 -5.037 -0.882 0.57 0.87 -0.56
H -3.521 6.169 4.971 0.31 0.14 -0.36
C -3.401 5.101 5.151 -0.07 -0.35 -0.61
H -2.709 -0.049 -5.871 -0.37 -0.68 -0.13
H -2.786 -4.639 -0.531 0.16 -0.44 0.76
H 6.133 -0.190 -4.731 0.08 0.03 -0.05
H 1.436 -3.311 6.425 -0.11 0.09 0.21
H 4.258 -0.881 -3.705 -0.09 -0.41 -0.16
H 3.343 1.389 -3.334 -0.15 -0.41 0.20
H -1.958 5.265 -1.900 -0.32 -0.16 -0.11
H -2.630 -7.290 -0.644 0.38 0.25 0.44
O -7.162 1.927 0.639 -0.29 -0.77 0.53
O -1.826 4.697 3.379 0.20 -0.73 -0.05
H -4.537 -3.001 3.133 0.33 0.07 -0.42
H -1.543 1.871 -5.799 0.01 -0.20 0.05
C -2.857 -0.111 -8.093 0.10 0.60 1.21
H 3.013 4.564 1.928 0.34 -0.15 -0.18
H 5.812 -4.077 -0.931 -0.19 0.58 -0.38
H 3.990 6.045 2.112 -0.16 0.00 0.06
H 4.328 3.235 4.989 -0.01 -0.05 0.08
H -2.895 -1.197 -8.178 0.34 0.02 -0.08
O -0.558 4.120 -2.930 -0.02 -0.34 -0.07
H 3.120 -3.840 4.931 0.13 0.02 0.25
H 5.062 1.467 -3.561 0.13 0.16 -0.08
```
Forces are in eV/Å.

Results
Kohn-Sham gap ... 7.83 eV
Spin multiplicity ... 1
Relative energy (zero: lowest compared OMol25 entry of this formula, charge and spin) ... 5.112 eV
Calculated total energy ... -2729.7428 a.u.
Max |F| ... 2.8 eV/Å

Atom charges from the Mulliken analysis, given in e for atoms 1 to 99: number 1, H, carries 0.261; number 2, H, carries 0.262; number 3, C, carries -1.025; number 4, C, carries -0.963; number 5, H, carries 0.298; number 6, C, carries -1.106; number 7, C, carries -0.134; number 8, H, carries 0.226; number 9, H, carries 0.343; number 10, C, carries -0.934; number 11, O, carries -0.510; number 12, C, carries -1.136; number 13, H, carries 0.291; number 14, H, carries 0.270; number 15, C, carries -0.183; number 16, C, carries -0.017; number 17, O, carries -0.506; number 18, C, carries -0.100; number 19, K, carries 0.956; number 20, C, carries -0.267; number 21, H, carries 0.291; number 22, H, carries 0.261; number 23, H, carries 0.338; number 24, O, carries -0.516; number 25, H, carries 0.215; number 26, H, carries 0.346; number 27, H, carries 0.274; number 28, C, carries -1.061; number 29, C, carries -0.838; number 30, H, carries 0.306; number 31, H, carries 0.281; number 32, H, carries 0.208; number 33, H, carries 0.285; number 34, H, carries 0.277; number 35, O, carries -0.528; number 36, C, carries -0.123; number 37, C, carries -0.099; number 38, H, carries 0.202; number 39, H, carries 0.293; number 40, O, carries -0.536; number 41, H, carries 0.282; number 42, F, carries -0.366; number 43, H, carries 0.279; number 44, H, carries 0.275; number 45, C, carries -0.307; number 46, O, carries -0.537; number 47, H, carries 0.284; number 48, H, carries 0.276; number 49, C, carries -0.214; number 50, H, carries 0.345; number 51, H, carries 0.282; number 52, H, carries 0.350; number 53, H, carries 0.240; number 54, H, carries 0.293; number 55, H, carries 0.255; number 56, H, carries 0.276; number 57, F, carries -0.346; number 58, H, carries 0.302; number 59, B, carries 0.537; number 60, O, carries -0.515; number 61, C, carries -0.130; number 62, F, carries -0.420; number 63, C, carries -0.987; number 64, H, carries 0.296; number 65, H, carries 0.218; number 66, C, carries -0.113; number 67, H, carries 0.284; number 68, H, carries 0.288; number 69, H, carries 0.284; number 70, H, carries 0.289; number 71, H, carries 0.264; number 72, H, carries 0.365; number 73, H, carries 0.280; number 74, H, carries 0.299; number 75, H, carries 0.298; number 76, H, carries 0.296; number 77, F, carries -0.398; number 78, O, carries -0.529; number 79, H, carries 0.303; number 80, H, carries 0.233; number 81, H, carries 0.263; number 82, C, carries -0.987; number 83, H, carries 0.341; number 84, C, carries -1.085; number 85, H, carries 0.258; number 86, H, carries 0.182; number 87, H, carries 0.312; number 88, H, carries 0.291; number 89, H, carries 0.158; number 90, H, carries 0.288; number 91, H, carries 0.246; number 92, H, carries 0.365; number 93, O, carries -0.500; number 94, O, carries -0.489; number 95, H, carries 0.310; number 96, H, carries 0.297; number 97, C, carries -1.056; number 98, H, carries 0.255; number 99, H, carries 0.184

---

[2]
ORCA calculation (wB97M-V/def2-TZVPD) on C22H66MnNO14 as an isolated structure.

```
104
Properties=species:S:1:pos:R:3:forces:R:3
O 3.486 2.173 1.356 0.17 0.00 0.19
H -2.771 -0.667 4.504 0.32 -0.16 -0.14
H -4.750 -2.348 2.898 -0.06 -0.13 0.06
H 1.843 2.304 -4.049 0.29 0.25 -0.22
H 3.205 -0.984 0.953 0.12 0.10 -0.05
C -0.770 1.521 3.370 -0.27 -0.43 0.36
H -0.271 1.308 -3.468 -0.13 -0.18 0.09
H -0.507 -2.452 -1.137 -0.11 -0.14 0.24
H -3.775 -2.947 4.272 -0.03 -0.07 -0.15
H -1.127 -0.142 -3.965 -0.40 0.01 0.27
H 2.262 -2.560 3.549 0.03 0.11 -0.12
C -1.259 0.939 -3.789 1.03 0.31 0.01
C -6.113 -1.121 -0.292 0.02 0.17 0.53
H -0.256 3.137 -1.175 -0.22 0.06 -0.22
O 0.921 0.679 -0.449 -0.28 -0.07 0.02
H 4.140 3.470 -0.122 -0.31 0.16 0.14
H 1.978 0.720 -3.359 0.14 -0.02 0.02
O -2.384 -1.270 2.537 -0.47 -0.13 0.59
H 0.399 4.613 -0.474 -0.23 0.05 -0.15
O -0.467 -3.298 1.571 0.01 -0.44 0.47
H -0.373 -5.342 1.434 0.16 -0.21 0.09
H 1.776 2.297 -1.268 0.10 -0.02 -0.29
C 3.978 -2.126 -1.508 0.35 0.75 -1.14
H -3.070 -0.136 0.214 -0.22 -0.04 -0.14
C 2.569 1.590 -3.665 0.09 -0.48 0.36
H -2.554 4.078 -1.105 -0.14 0.04 0.11
H -2.130 -1.937 -1.566 -0.05 -0.06 0.03
H 4.106 2.846 -2.803 -0.02 0.12 0.04
H 4.223 -1.971 2.007 -0.04 0.02 0.13
O -0.325 0.237 3.985 -0.18 0.49 -0.17
H 4.091 -1.035 -1.411 0.21 -0.16 0.27
H 3.811 1.355 -1.897 0.16 -0.05 -0.25
H -4.679 0.152 -1.308 -0.14 0.08 0.08
H -2.945 -1.356 1.720 0.42 0.10 0.19
H 4.689 3.832 1.482 -0.12 -0.19 0.28
H 0.003 3.394 2.896 0.24 0.03 -0.19
C 0.403 2.381 2.996 -0.20 0.48 0.12
H 1.750 4.095 0.643 0.26 -0.14 0.18
H -1.841 1.110 -1.932 0.00 0.02 -0.37
C 3.812 3.507 0.920 0.12 -0.14 0.01
H 2.086 -3.564 0.966 -0.03 0.17 -0.26
H -1.076 -3.381 0.788 0.02 -0.04 0.56
C 1.458 -4.405 0.679 0.00 -0.68 -0.18
H -2.217 -3.795 -3.279 0.07 0.00 0.07
O 4.945 -2.627 -2.439 -0.13 0.07 0.18
H -0.826 1.366 -5.851 0.02 -0.05 -0.02
H 2.428 4.580 2.202 0.09 0.13 0.06
O 0.108 -0.466 1.176 0.21 0.25 -0.35
O -3.906 -0.576 0.456 0.65 0.03 0.43
H -6.498 -0.409 0.443 -0.01 0.22 -0.28
C 3.331 2.156 -2.476 -0.49 -0.18 0.29
C -1.264 -3.416 -2.891 -0.56 -0.05 -0.25
H -6.751 -1.122 -1.172 -0.17 -0.16 0.08
H 2.871 5.420 0.671 0.01 0.04 0.30
H 1.063 -4.306 -0.330 0.10 0.31 -0.04
H 0.229 0.507 4.729 -0.04 -0.28 -0.09
H 1.818 -1.904 -1.357 0.15 -0.19 0.17
N -0.060 0.200 0.104 -0.69 -0.26 0.26
H 3.303 -0.539 3.967 -0.16 -0.48 0.08
H -1.398 1.294 2.509 0.24 -0.40 -0.03
H -2.830 -4.115 -0.904 0.02 0.01 0.11
C -1.733 4.750 -0.858 0.51 0.19 0.16
H -1.523 5.364 -1.739 -0.17 -0.02 0.05
C -1.467 -2.802 -1.525 0.01 -0.37 -0.16
H 2.938 1.751 0.682 0.04 0.23 -0.13
O -1.984 -3.791 -0.576 0.57 0.76 -0.36
H -2.557 1.377 -5.458 0.02 -0.04 -0.03
H 2.226 0.215 2.860 -0.29 -0.21 -0.32
C -4.711 -0.757 -0.704 0.09 -0.14 -0.44
C -1.561 1.631 -5.092 -0.37 0.24 0.01
C 0.311 -4.527 1.654 0.23 0.48 -0.51
C 2.564 -2.369 -2.015 -0.17 -0.15 0.69
O -2.222 1.277 -2.810 -0.19 -0.28 0.09
C 2.775 -0.709 3.023 0.70 0.39 -0.01
H -4.291 -1.548 -1.338 0.00 -0.02 0.09
H 4.262 -2.598 -0.572 -0.46 -0.08 0.14
H 1.182 2.430 3.763 -0.14 -0.08 0.09
H -6.149 -2.080 0.230 0.05 -0.15 -0.34
H -1.524 2.710 -4.937 -0.04 0.00 -0.09
H -5.071 -1.797 4.543 0.02 0.15 -0.01
C -4.283 -2.079 3.846 0.18 -0.19 0.03
H -0.938 -2.669 -3.617 0.17 0.00 0.14
H 0.733 -4.633 2.655 -0.47 0.07 0.20
H -3.881 -0.059 3.301 0.15 -0.01 -0.10
H 4.532 -0.238 1.896 -0.09 0.10 -0.13
O 1.818 -1.807 3.137 -0.16 -0.08 0.62
H 2.393 -1.888 -2.978 0.28 -0.19 -0.17
Mn -0.314 -1.658 2.910 -0.25 0.76 -1.35
H 2.086 -5.300 0.658 -0.08 -0.01 0.20
H 2.392 -3.445 -2.068 -0.22 0.07 -0.25
C 2.648 4.458 1.143 0.18 -0.09 -0.59
C -3.315 -0.945 3.602 -0.69 0.37 -0.08
H 3.283 1.266 -4.426 -0.23 0.09 -0.15
H -0.591 3.545 0.506 -0.07 0.02 -0.12
H 4.896 -2.106 -3.247 -0.01 -0.05 0.04
C 3.747 -0.992 1.900 -0.23 -0.09 0.02
O -2.087 5.583 0.268 0.06 -0.41 -0.38
H 0.880 2.091 2.065 -0.02 -0.07 -0.05
H -2.116 6.500 -0.013 -0.04 0.00 -0.04
H -1.449 1.988 4.090 0.33 0.04 0.11
H -0.566 -4.252 -2.874 0.13 0.07 0.06
O -1.227 0.327 -0.345 0.98 -0.03 0.44
C -0.478 3.965 -0.502 -0.06 0.04 0.39
O 2.477 2.878 -1.593 -0.16 0.15 -0.08
```
Forces are in eV/Å.

Results
<S²> ... 8.75
Kohn-Sham gap (alpha / beta) ... 8.72 / 8.25 eV
Charge ... +1
Spin multiplicity ... 6
Calculated total energy ... -3136.5951 a.u.
Max |F| ... 1.6 eV/Å

Atom charges from the Mulliken analysis, given in e for atoms 1 to 99: number 1, O, carries -0.424; number 2, H, carries 0.428; number 3, H, carries 0.223; number 4, H, carries 0.283; number 5, H, carries -0.156; number 6, C, carries -0.084; number 7, H, carries -0.429; number 8, H, carries -0.952; number 9, H, carries 0.300; number 10, H, carries -0.296; number 11, H, carries 0.284; number 12, C, carries 1.265; number 13, C, carries -1.412; number 14, H, carries -0.110; number 15, O, carries 0.396; number 16, H, carries 0.083; number 17, H, carries -0.025; number 18, O, carries -0.059; number 19, H, carries 0.516; number 20, O, carries -0.042; number 21, H, carries 0.391; number 22, H, carries -0.029; number 23, C, carries -0.104; number 24, H, carries 0.178; number 25, C, carries -0.912; number 26, H, carries 0.200; number 27, H, carries -0.408; number 28, H, carries 0.432; number 29, H, carries 0.487; number 30, O, carries -0.449; number 31, H, carries -0.004; number 32, H, carries 0.087; number 33, H, carries 0.238; number 34, H, carries 0.130; number 35, H, carries 0.386; number 36, H, carries 0.481; number 37, C, carries -1.022; number 38, H, carries -0.589; number 39, H, carries 0.449; number 40, C, carries -0.275; number 41, H, carries -0.093; number 42, H, carries 0.016; number 43, C, carries -0.400; number 44, H, carries 0.424; number 45, O, carries -0.588; number 46, H, carries 0.392; number 47, H, carries 0.294; number 48, O, carries 0.814; number 49, O, carries -0.486; number 50, H, carries 0.331; number 51, C, carries -0.173; number 52, C, carries -1.378; number 53, H, carries 0.396; number 54, H, carries 0.423; number 55, H, carries -0.015; number 56, H, carries 0.281; number 57, H, carries -0.301; number 58, N, carries 0.036; number 59, H, carries 0.454; number 60, H, carries -0.113; number 61, H, carries 0.364; number 62, C, carries -0.740; number 63, H, carries 0.441; number 64, C, carries 1.965; number 65, H, carries 0.132; number 66, O, carries -0.658; number 67, H, carries 0.393; number 68, H, carries -0.296; number 69, C, carries 0.175; number 70, C, carries -1.527; number 71, C, carries -0.502; number 72, C, carries -0.360; number 73, O, carries -0.585; number 74, C, carries 0.242; number 75, H, carries 0.128; number 76, H, carries 0.140; number 77, H, carries 0.487; number 78, H, carries 0.325; number 79, H, carries 0.340; number 80, H, carries 0.414; number 81, C, carries -1.159; number 82, H, carries 0.247; number 83, H, carries 0.344; number 84, H, carries 0.286; number 85, H, carries 0.467; number 86, O, carries -0.544; number 87, H, carries 0.534; number 88, Mn, carries 0.694; number 89, H, carries 0.484; number 90, H, carries 0.288; number 91, C, carries -0.118; number 92, C, carries -0.324; number 93, H, carries 0.463; number 94, H, carries 0.003; number 95, H, carries 0.335; number 96, C, carries -0.977; number 97, O, carries -0.557; number 98, H, carries -0.077; number 99, H, carries 0.319